{"formula": "C6H12N4O2", "method": "the ωB97M-V functional and the def2-TZVPD basis", "symbols": ["O", "O", "N", "N", "N", "N", "C", "C", "C", "C", "C", "C", "H", "H", "H", "H", "H", "H", "H", "H", "H", "H", "H", "H"], "coordinates": [[1.23643, 2.44905, -1.03272], [0.38387, 2.38861, 1.66605], [0.07615, -1.63105, -2.05859], [-0.40369, -3.62631, -0.97675], [-1.00751, -1.59397, 0.06947], [-0.90506, -2.27501, 1.31821], [-0.01508, 2.92859, -0.61926], [2.11081, 2.18427, 0.01687], [-0.40113, 2.89597, 0.64839], [-0.78631, -0.16237, 0.23127], [1.68608, 2.10470, 1.27464], [-0.43433, -2.22795, -1.03706], [0.00835, -0.62755, -1.91467], [-0.59919, 3.27718, -1.47177], [0.27648, 0.13678, 0.36503], [2.32331, 1.82132, 2.11492], [-1.34030, 0.13326, 1.14117], [-1.18705, 0.41640, -0.61305], [-0.09712, -4.00511, -1.86441], [0.05585, -2.60949, 1.40669], [-1.48572, -3.10385, 1.26628], [-1.39303, 3.17932, 0.97434], [-1.25288, -4.07198, -0.63458], [3.15109, 2.01919, -0.27049]], "smiles": "[H]/N=C(/N)N(C)N.C1=COC=CO1", "charge": 0, "homo_lumo_gap_ev": 8.83}



{"formula": "C2H7NO2", "method": "the ωB97M-V functional and the def2-TZVPD basis", "symbols": ["O", "O", "N", "C", "C", "H", "H", "H", "H", "H", "H", "H"], "coordinates": [[-0.16227, 0.95843, -0.44128], [1.93082, -1.27079, -0.59357], [-0.83447, -0.12545, 1.64300], [-1.09808, 0.97906, 0.79635], [1.37914, -1.25155, -1.68609], [0.16774, -0.14250, 1.81930], [1.93927, -1.57721, -2.46733], [-2.01722, 0.88961, 0.24833], [0.56015, 1.62942, -0.31772], [-1.08312, 1.79713, 1.42561], [0.31870, -0.83477, -1.78905], [-1.10065, -1.05138, 1.36245]], "smiles": "C=O.NCO", "charge": 0, "homo_lumo_gap_ev": 10.50}



HOMO energy readings, ordered: -8.01, -9.56 eV
Energy relative to the best compared isomer or geometry (same formula, charge and spin) readings, ordered: 65.1, 65.0 kcal/mol